Arrangement A

This record from OMol25 describes a cluster of 5 separate species, CH12N2O4 in total. The level of theory is ωB97M-V/def2-TZVPD.

Computed properties:
**Orbital gap**: 9.39 eV
**SMILES**: [H]/N=C/N.O.O.O.O
**Highest occupied orbital energy**: -8.958 eV

Each line ends with the natural charge from an NBO analysis.
Geometry (Å):
H -1.21170 -0.87413 -1.94119  0.34
N -0.33115 -0.37610 -1.80835  -0.76
C -0.49844 0.83505 -2.16167  0.29
N 0.39234 1.84837 -2.03360  -0.81
H -1.45752 1.21461 -2.53329  0.13
H 1.25104 1.81170 -1.48476  0.42
H 0.06616 2.76138 -2.29133  0.38
O 0.04260 -1.87554 1.59726  -0.94
H -0.23806 -1.53666 2.44381  0.48
H 0.28792 -2.78086 1.76610  0.47
O 2.68694 1.65304 -0.01580  -0.98
H 2.38812 0.74817 -0.15034  0.50
H 3.29737 1.51553 0.71501  0.47
O 2.38527 -1.16824 -0.16439  -0.97
H 2.28749 -1.84652 -0.86901  0.48
H 1.47670 -1.24307 0.19304  0.50
O -4.67441 -0.27857 3.34268  -0.93
H -4.62471 -0.75405 2.51653  0.46
H -4.78260 -0.99100 3.95078  0.46



Arrangement B

This record from OMol25 describes a cluster of 5 separate species, CH12N2O4 in total. The level of theory is ωB97M-V/def2-TZVPD.

Computed properties:
**Orbital gap**: 9.65 eV
**SMILES**: [H]/N=C/N.O.O.O.O
**Highest occupied orbital energy**: -9.469 eV

Each line ends with the natural charge from an NBO analysis.
Geometry (Å):
H -0.75825 -2.85901 -1.73308  0.33
N -0.60386 -1.90341 -2.19759  -0.69
C 0.51062 -1.58234 -1.54009  0.24
N 0.92434 -0.29817 -1.54359  -0.82
H 0.91579 -2.19518 -0.67135  0.16
H 0.38797 0.41041 -2.12468  0.40
H 1.90706 -0.02898 -1.42891  0.39
O -4.71170 1.79958 -0.67537  -0.95
H -4.56616 1.74422 -1.61438  0.47
H -3.81050 1.75123 -0.24500  0.47
O 5.38896 0.00492 3.43594  -0.94
H 5.78284 -0.52138 2.77436  0.47
H 5.73762 -0.20793 4.29756  0.47
O 5.16539 1.26774 -0.06130  -0.94
H 4.37104 1.75482 -0.02139  0.47
H 4.98134 0.32758 0.05882  0.47
O -7.45947 0.01306 0.90954  -0.96
H -7.10993 -0.38432 1.65707  0.47
H -7.05310 0.90717 0.72345  0.49



The structure with the most favorable energy is arrangement A; the runner-up is 1.246 eV above it.



Arrangement A

This record from OMol25 describes the ion C4H9N2O2 with charge +1. The level of theory is ωB97M-V/def2-TZVPD.

Computed properties:
**Charge**: +1
**Orbital gap**: 11.15 eV
**SMILES**: C/C=[NH+]/CC(=O)NO
**Highest occupied orbital energy**: -14.659 eV

Each line ends with the natural charge from an NBO analysis.
Geometry (Å):
C 0.85118 -0.72731 -1.86138  -0.68
C 0.87105 -0.42952 -0.41615  0.34
N 0.94147 0.78789 0.06481  -0.53
C 0.21346 0.86793 1.38272  -0.30
C -1.04990 0.02903 0.99963  0.62
O -0.97844 -0.72458 0.03011  -0.55
N -2.07091 0.17293 1.79200  -0.26
O -3.29187 -0.37270 1.37907  -0.48
H 1.77111 -0.67490 -2.36337  0.27
H 0.30849 -0.00326 -2.38508  0.23
H 0.43943 -1.68988 -2.12441  0.27
H 1.21171 -1.26968 0.00620  0.21
H 0.76331 1.64022 -0.48688  0.43
H -0.28355 1.80407 1.59467  0.25
H 0.57121 0.25371 2.24855  0.27
H -2.14247 0.92710 2.45221  0.42
H -3.05909 -0.59042 0.39665  0.49



Arrangement B

This record from OMol25 describes the ion C4H9N2O2 with charge +1. The level of theory is ωB97M-V/def2-TZVPD.

Computed properties:
**Charge**: +1
**Orbital gap**: 10.27 eV
**SMILES**: C[N+]1=C(O)N(O)CC1
**Highest occupied orbital energy**: -13.710 eV

Each line ends with the natural charge from an NBO analysis.
Geometry (Å):
C -1.60113 -1.37342 -0.41581  -0.46
N -0.56250 -0.54723 0.01308  -0.36
C 0.62087 -0.46281 -0.59474  0.79
O 1.22516 -1.29509 -1.33302  -0.60
N 1.24985 0.73728 -0.24950  -0.10
O 2.62668 0.76971 -0.27267  -0.49
C 0.41426 1.46789 0.65240  -0.26
C -0.81360 0.61695 0.84150  -0.23
H -1.84775 -1.43194 -1.52542  0.24
H -2.46791 -1.01015 0.13908  0.24
H -1.60694 -2.49068 -0.14524  0.24
H 1.29298 -2.18090 -0.95095  0.54
H 2.88716 1.61808 -0.68306  0.50
H 0.12470 2.45699 0.37833  0.22
H 1.01267 1.64128 1.54025  0.23
H -0.78732 0.32506 1.89621  0.23
H -1.76718 1.15899 0.70956  0.25



Arrangement C

This record from OMol25 describes the ion C4H9N2O2 with charge +1. The level of theory is ωB97M-V/def2-TZVPD.

Computed properties:
**Charge**: +1
**Orbital gap**: 9.77 eV
**SMILES**: CC[N@@+](C)(C=O)N=O
**Highest occupied orbital energy**: -15.628 eV

Each line ends with the natural charge from an NBO analysis.
Geometry (Å):
C -1.38005 -1.14019 0.64963  -0.61
C -0.96216 0.28837 0.67852  -0.24
N 0.32617 0.48325 -0.05359  -0.25
C 1.51407 -0.37136 0.23848  -0.47
C 0.05734 0.43239 -1.69063  0.58
O 0.76453 -0.21677 -2.29440  -0.36
N 0.49440 1.97679 -0.10987  0.33
O 1.56681 2.36423 -0.01442  -0.12
H -1.32084 -1.58818 -0.42912  0.21
H -0.74215 -1.66000 1.26861  0.22
H -2.42787 -1.20848 0.98593  0.26
H -0.86522 0.55167 1.77613  0.26
H -1.74412 0.76516 0.14115  0.23
H 2.23149 0.08998 0.87444  0.26
H 1.26999 -1.29654 0.63290  0.25
H 2.03992 -0.53181 -0.74157  0.26
H -0.82231 1.06150 -1.91218  0.21



The structure with the most favorable energy is arrangement B; the runner-up is 0.669 eV above it.



Arrangement A

This record from OMol25 describes a cluster of 4 separate species, C2H14N2O3 in total. The level of theory is ωB97M-V/def2-TZVPD.

Computed properties:
**Orbital gap**: 9.45 eV
**SMILES**: CNCN.O.O.O
**Highest occupied orbital energy**: -9.012 eV

Each line ends with the natural charge from an NBO analysis.
Geometry (Å):
C -0.33311 1.11542 1.45208  -0.41
N 0.67910 2.04067 0.89346  -0.67
C 0.12497 3.27244 0.37960  -0.06
N 0.60876 3.61715 -0.98143  -0.84
H -1.22095 1.20401 0.81240  0.19
H 0.02664 0.11323 1.27663  0.19
H -0.72495 1.29465 2.46029  0.18
H 1.51124 2.09988 1.45205  0.37
H 0.37018 4.12614 1.02212  0.17
H -0.94428 3.21894 0.21213  0.18
H 1.61460 3.63184 -1.01959  0.35
H 0.23373 3.02100 -1.69761  0.35
O 0.36969 -1.08082 -2.33406  -0.94
H 1.15283 -0.55558 -2.27744  0.47
H -0.26043 -0.57286 -1.83326  0.48
O -1.34860 -4.39021 1.46499  -0.97
H -1.11581 -4.13238 0.53934  0.50
H -1.99636 -5.08864 1.37616  0.46
O 0.04246 -3.13750 -0.51720  -0.98
H 0.29190 -2.90498 -1.42735  0.51
H 0.47988 -2.53650 0.10305  0.48



Arrangement B

This record from OMol25 describes a cluster of 4 separate species, C2H14N2O3 in total. The level of theory is ωB97M-V/def2-TZVPD.

Computed properties:
**Orbital gap**: 9.22 eV
**SMILES**: NCCN.O.O.O
**Highest occupied orbital energy**: -8.672 eV

Each line ends with the natural charge from an NBO analysis.
Geometry (Å):
N -0.43751 2.27426 -1.64456  -0.83
C -1.35406 1.16400 -1.37825  -0.22
C -0.77257 0.10103 -0.45420  -0.24
N -0.47507 0.66177 0.87412  -0.86
H -0.10731 2.61127 -0.74806  0.36
H 0.36033 1.91013 -2.14459  0.35
H -2.24085 1.60015 -0.92366  0.19
H -1.57437 0.68404 -2.33953  0.18
H 0.11664 -0.34739 -0.90127  0.18
H -1.54088 -0.65900 -0.32600  0.17
H 0.49651 0.55418 1.11096  0.37
H -1.02273 0.15939 1.56325  0.36
O 2.55408 -0.29184 -1.14769  -0.96
H 2.61936 -1.22301 -0.89955  0.49
H 3.41406 0.07897 -0.92679  0.47
O 1.75335 -2.90166 -1.86736  -0.95
H 0.93097 -2.39609 -1.85868  0.48
H 1.50105 -3.82102 -2.00400  0.48
O -1.02725 0.00602 5.27330  -0.94
H -1.49009 -0.83588 5.30736  0.47
H -1.70365 0.67067 5.43520  0.47



The structure with the most favorable energy is arrangement B; the runner-up is 0.366 eV above it.



Arrangement A

This record from OMol25 describes a cluster of 4 separate species, C2H14N2O3 in total. The level of theory is ωB97M-V/def2-TZVPD.

Computed properties:
**Orbital gap**: 10.59 eV
**SMILES**: NCCN.O.O.O
**Highest occupied orbital energy**: -9.746 eV

Each line ends with the natural charge from an NBO analysis.
Geometry (Å):
N 0.12764 1.93236 1.01637  -0.83
C -0.45315 0.55910 0.80138  -0.24
C -0.99258 0.21569 -0.63045  -0.24
N -0.91600 -1.24811 -0.76470  -0.87
H -0.67705 2.47021 0.66622  0.34
H -0.02869 2.08246 2.01008  0.36
H -1.29620 0.35483 1.46805  0.18
H 0.32757 -0.17325 1.00123  0.19
H -1.97010 0.66408 -0.77443  0.19
H -0.27835 0.69853 -1.30382  0.19
H -1.81873 -1.58365 -1.08681  0.37
H -0.27961 -1.41184 -1.53477  0.39
O -2.48457 -2.27042 1.45895  -0.97
H -1.67372 -2.00558 0.98206  0.49
H -2.26896 -3.16112 1.75038  0.46
O 1.98384 -0.77699 -1.75463  -0.97
H 2.63200 -0.63752 -2.41742  0.47
H 2.43110 -0.67888 -0.89983  0.50
O 2.71657 1.33463 0.12399  -0.98
H 1.78702 1.43227 -0.12768  0.49
H 3.13195 2.20319 0.01584  0.47



Arrangement B

This record from OMol25 describes a cluster of 4 separate species, C2H14N2O3 in total. The level of theory is ωB97M-V/def2-TZVPD.

Computed properties:
**Orbital gap**: 9.27 eV
**SMILES**: CNCN.O.O.O
**Highest occupied orbital energy**: -8.589 eV

Each line ends with the natural charge from an NBO analysis.
Geometry (Å):
C -1.26058 1.12913 1.48263  -0.40
N -1.96487 0.78050 0.16964  -0.72
C -2.09581 -0.55674 -0.53167  -0.06
N -0.96965 -1.27987 -1.15958  -0.86
H -1.68576 0.63557 2.36042  0.20
H -0.21431 0.96771 1.45801  0.18
H -1.42489 2.26662 1.47680  0.20
H -2.11948 1.60372 -0.49205  0.37
H -2.82895 -0.37963 -1.33415  0.19
H -2.60791 -1.20599 0.21066  0.18
H -0.50244 -0.73544 -1.91623  0.36
H -0.26465 -1.47585 -0.44517  0.37
O 0.90958 1.52484 -1.09346  -0.97
H 0.61080 2.34316 -1.44877  0.47
H 0.12466 1.00811 -0.78965  0.49
O 1.23715 -1.65548 0.98094  -0.98
H 2.05312 -1.62183 0.44043  0.51
H 0.72874 -2.56820 0.82878  0.47
O 3.14650 -0.04453 0.08968  -0.94
H 3.92001 0.04382 0.65562  0.47
H 2.54526 0.58090 0.40185  0.49



Arrangement C

This record from OMol25 describes a cluster of 4 separate species, C2H14N2O3 in total. The level of theory is ωB97M-V/def2-TZVPD.

Computed properties:
**Orbital gap**: 10.23 eV
**SMILES**: NCCN.O.O.O
**Highest occupied orbital energy**: -9.439 eV

Each line ends with the natural charge from an NBO analysis.
Geometry (Å):
N -1.39065 0.25237 -0.36835  -0.82
C -0.89239 -0.07925 0.99356  -0.23
C 0.17340 0.96980 1.29446  -0.22
N 1.13620 0.40008 2.27562  -0.86
H -2.21536 -0.32344 -0.44245  0.34
H -0.77049 -0.20464 -1.03535  0.37
H -0.41725 -1.06451 1.07317  0.17
H -1.70259 -0.03563 1.72079  0.18
H 0.70177 1.26371 0.39329  0.20
H -0.26237 1.84188 1.79070  0.17
H 1.61083 1.17005 2.74971  0.35
H 0.64272 0.07467 3.10977  0.34
O 3.29242 -1.97859 1.77049  -0.95
H 2.44961 -1.60106 2.07145  0.48
H 3.84695 -1.71201 2.50178  0.46
O -3.06882 2.57007 -4.41544  -0.92
H -3.33045 3.18071 -5.06286  0.46
H -2.52771 1.95344 -4.91988  0.46
O 0.64808 -1.90401 -1.87665  -0.94
H 1.22991 -2.15110 -1.14476  0.48
H 0.84619 -2.62252 -2.47905  0.47



The structure with the most favorable energy is arrangement A; the runner-up is 0.240 eV above it.